1.
DFT (wB97M-V/def2-TZVPD) results for a molecular structure, C44H55N5O2P2S2Si2Zn in a non-equilibrium geometry.

Element x y z (Å)
C 5.625 0.097 0.368
C -2.706 0.840 -4.911
H -0.343 3.929 3.128
H 2.562 -5.605 3.890
H 2.927 0.394 -2.336
H 6.037 1.102 0.296
Si -1.467 -3.551 -0.500
C -4.124 2.712 3.006
C -0.120 1.039 -5.794
C -4.739 -1.584 2.465
H 3.524 -3.693 2.648
C 0.508 3.837 2.469
H 1.764 1.882 0.034
H -0.002 2.031 -3.005
C -0.392 0.385 -4.605
C 3.609 -1.702 -0.742
H -1.470 -1.532 4.518
C 1.706 2.711 0.731
H -3.732 0.782 -4.567
H 3.323 5.543 1.642
N 1.959 0.145 -4.615
C 0.246 -0.081 1.608
H 0.125 -5.719 4.274
H 6.235 -0.484 1.058
H -0.888 2.058 -7.524
C 2.453 -3.744 2.815
H 5.645 1.231 -2.167
C -0.286 -3.880 3.246
C 0.549 -4.881 3.732
C -3.186 2.250 2.089
H -5.748 -1.661 4.357
H -0.242 -5.440 -1.564
S 0.852 -1.191 -2.624
H -1.352 -3.951 3.416
H -3.432 2.187 1.035
C -1.619 1.901 3.878
H -5.657 -1.596 1.888
O 2.188 2.333 -5.884
H -5.105 3.023 2.667
Si -1.524 2.826 -1.198
C -0.232 3.001 -2.553
C -3.193 2.476 -2.001
C -2.424 1.450 -6.130
N 3.328 -0.307 -0.399
H -2.998 -5.391 0.083
C 0.859 -0.161 -4.002
P -0.740 -1.513 1.661
C 0.047 -4.497 -1.085
C -2.418 -4.674 0.673
C 2.678 3.697 0.744
C -4.792 -1.625 3.850
H -2.839 -4.181 -2.474
C -2.390 -1.549 3.945
P -0.611 1.392 1.342
H -3.233 1.842 -6.733
H 0.697 3.419 -2.150
Zn -0.031 -0.301 -0.520
C -2.553 2.363 4.792
C -3.804 2.781 4.353
H -3.114 -4.121 1.307
H -2.144 4.381 0.663
S 1.646 1.011 -6.005
C -3.617 -1.604 4.591
H 2.007 -1.875 1.821
H 3.518 1.609 -1.198
H 3.017 -1.930 -1.626
H -0.640 1.569 4.205
H -0.613 4.856 -0.081
H -0.580 3.666 -3.352
C -1.690 0.297 -4.134
C 1.487 4.827 2.488
H -2.143 5.204 -0.904
C -1.614 4.468 -0.289
C -1.116 1.566 -6.587
H 3.810 1.080 1.088
O 2.008 0.223 -7.146
C 3.632 0.577 -1.529
H -4.533 3.147 5.066
H 6.733 -0.611 -1.230
N -0.980 -2.021 0.136
H 3.267 -2.353 0.061
H 3.930 -0.603 1.571
N -1.083 1.481 -0.212
C 5.066 0.318 -2.034
H -3.455 -1.514 0.737
H -3.200 2.822 -3.040
H 1.387 5.666 3.166
H -3.406 1.403 -1.998
C 0.609 2.757 1.599
C 2.572 4.762 1.631
H -2.312 2.387 5.849
H -1.892 -0.181 -3.183
H 0.721 -4.730 -0.253
C -2.555 -3.236 -1.996
C 4.121 0.092 0.754
C 1.619 -2.746 2.340
H 5.326 -2.360 -1.956
C -1.921 1.867 2.515
C 1.916 -4.821 3.513
C -3.512 -1.535 1.819
C -2.328 -1.534 2.553
H 0.593 -3.899 -1.819
C 5.125 -1.901 -0.990
H -4.010 2.984 -1.477
H -2.008 -2.639 -2.734
H -1.744 -5.242 1.319
H -3.658 -1.625 5.673
H -3.474 -2.703 -1.732
H 3.511 3.656 0.048
C 0.239 -2.800 2.543
H 5.614 -2.482 -0.209
N 5.749 -0.532 -0.995
H 5.065 -0.241 -2.969

Summary:
Kohn-Sham gap = 6.084 eV
LUMO level = -0.724 eV
2S+1 = 1
energy = -162490.584 eV
HOMO = -6.81 eV
energy above the lowest of the compared OMol25 structures with the same formula, charge and spin = 67.2 kJ/mol

Atomic partial charges in e from the Löwdin method, atoms 1 to 5: -0.051 -0.068 0.097 0.099 0.060

2.
DFT (wB97M-V/def2-TZVPD) results for a molecular structure, C44H55N6O2SbScSi in a non-equilibrium geometry.

Element x y z (Å)
H 9.231 -17.465 -13.051
H 3.256 -11.969 -8.404
N 11.736 -18.767 -10.595
H 6.128 -9.215 -7.957
H 9.037 -14.674 -10.179
C 8.445 -23.113 -13.786
C 12.150 -15.977 -6.693
C 11.719 -13.611 -11.974
N 11.213 -17.469 -8.408
H 12.850 -22.522 -14.236
H 5.392 -19.976 -14.830
H 8.683 -23.930 -13.168
H 12.537 -14.712 -13.651
C 7.344 -16.475 -15.655
Si 7.433 -19.145 -12.866
C 3.553 -17.908 -12.004
C 8.136 -21.981 -15.861
C 5.311 -9.879 -8.307
H 5.683 -12.528 -4.904
H 5.454 -16.339 -7.870
H 5.767 -17.795 -8.857
C 8.538 -23.114 -15.154
H 6.322 -16.386 -12.930
H 4.263 -10.540 -10.104
H 7.314 -13.547 -13.576
C 4.887 -18.244 -11.842
C 6.070 -14.386 -15.232
Sb 5.919 -11.810 -7.607
H 3.828 -13.520 -7.684
C 4.067 -12.763 -8.404
H 6.424 -17.006 -15.770
C 8.492 -17.727 -13.853
H 10.236 -19.385 -12.804
H 7.972 -21.935 -16.950
H 13.803 -20.242 -10.678
H 5.078 -14.849 -15.360
C 11.142 -20.005 -12.693
H 8.186 -21.833 -12.018
H 5.678 -9.457 -5.260
C 6.081 -10.393 -4.800
H 11.905 -15.282 -5.957
H 10.713 -21.148 -14.401
C 3.588 -18.797 -14.208
H 3.032 -17.477 -11.132
C 10.772 -13.589 -10.993
N 12.746 -18.682 -9.666
C 5.142 -9.894 -9.787
C 13.375 -21.660 -12.278
N 7.848 -16.591 -14.279
O 8.584 -16.663 -9.019
C 11.449 -20.982 -13.613
C 6.565 -14.397 -13.739
H 4.317 -11.473 -5.424
H 6.007 -10.290 -10.410
H 1.963 -17.692 -13.365
H 5.671 -10.337 -3.771
C 11.998 -19.771 -11.554
H 7.032 -14.951 -17.215
C 5.415 -11.621 -5.451
C 13.443 -16.517 -6.909
C 7.896 -20.778 -15.192
H 5.929 -13.327 -15.487
C 11.077 -16.511 -7.441
O 6.928 -15.413 -9.976
H 7.777 -19.863 -15.750
H 7.301 -19.180 -10.535
C 11.199 -15.908 -12.471
C 7.873 -20.731 -13.780
H 5.682 -14.167 -13.074
C 11.945 -14.779 -12.768
H 8.716 -20.059 -11.048
H 10.030 -16.199 -7.321
H 3.320 -13.169 -10.442
H 4.405 -9.452 -7.783
H 14.231 -15.999 -6.332
C 13.140 -20.607 -11.435
H 5.435 -17.956 -10.955
H 10.579 -12.698 -10.437
H 8.171 -16.791 -16.350
C 4.206 -13.345 -9.838
H 14.543 -18.052 -7.989
C 8.198 -21.890 -13.115
C 5.607 -18.880 -12.904
H 14.244 -22.333 -12.040
N 13.523 -11.760 -11.837
H 8.108 -14.476 -15.915
C 7.144 -15.763 -13.275
H 4.258 -14.441 -9.786
C 8.139 -19.127 -11.214
H 7.179 -10.384 -4.839
H 2.968 -19.027 -15.104
N 10.296 -15.896 -11.423
C 7.151 -15.033 -16.085
C 4.865 -19.282 -14.101
C 7.285 -16.275 -9.158
H 5.090 -12.937 -10.394
C 2.916 -18.079 -13.228
C 13.614 -17.563 -7.769
H 6.693 -17.593 -7.353
C 6.262 -17.034 -8.249
C 9.965 -14.751 -10.783
C 12.523 -17.900 -8.610
H 4.957 -8.828 -10.091
C 12.567 -21.782 -13.458
H 11.363 -16.829 -12.966
H 9.013 -18.205 -14.702
Sc 9.958 -17.624 -10.201
H 7.759 -15.690 -12.397
C 12.699 -12.548 -11.972
H 8.794 -24.008 -15.717

Summary:
charge = +1
Kohn-Sham gap (spin up / spin down) = 5.911 / 4.473 eV
LUMO level (spin up / spin down) = -3.877 / -4.970 eV
2S+1 = 1
energy = -94663.714 eV
HOMO (spin up / spin down) = -9.79 / -9.44 eV
energy above the lowest of the compared OMol25 structures with the same formula, charge and spin = 259.4 kJ/mol

Atomic partial charges in e from the Löwdin method, atoms 1 to 5: 0.052 0.064 -0.094 0.042 0.116

3.
DFT (wB97M-V/def2-TZVPD) results for a molecular structure, C44H55N7O5SSb2Tl in a non-equilibrium geometry.

Element x y z (Å)
C 0.677 -2.920 -1.808
H -4.074 3.698 -1.560
H -0.829 -3.530 -2.967
C -1.247 3.081 3.421
H 0.319 -2.040 5.063
C -1.635 2.866 -3.723
H -0.195 5.304 1.229
H -2.652 -3.233 1.788
H 4.290 -3.613 2.172
C -0.750 2.333 4.610
H -2.298 2.891 3.206
C 3.061 0.657 0.907
H -2.837 -0.312 4.705
C 3.075 -7.516 -1.946
H 2.371 -4.270 3.347
H 0.944 -4.982 2.556
H -1.670 4.604 0.522
H -3.520 5.600 -5.728
C -1.194 1.043 4.943
O 2.380 -6.289 -2.095
C -1.751 -2.243 -1.771
H -3.668 -1.803 2.000
N 1.891 0.697 -1.154
N -0.586 -2.822 -2.287
H 3.312 -1.602 -2.222
H 0.514 3.960 5.180
H 5.655 -1.955 -1.522
H 4.463 2.452 -0.967
C 0.655 2.365 6.594
H 6.135 -2.968 0.695
H 3.979 1.429 -2.324
C -3.171 3.247 -1.946
H -2.593 -5.315 -1.643
H 2.556 -5.236 1.865
H -4.189 -5.262 -2.430
H 3.618 -7.442 -1.009
H 4.840 1.803 1.272
C 0.180 1.112 6.952
C -1.865 -1.177 -0.891
Sb -1.125 -1.262 2.861
N -2.980 5.007 -5.122
C 2.469 -2.398 -0.428
H 1.668 4.285 2.747
H -1.125 -0.491 6.434
C -3.121 -0.733 -0.497
C 0.180 2.962 5.442
C -0.592 4.489 0.626
H -3.209 0.083 0.211
H 2.384 -8.360 -1.897
O 2.169 -0.092 2.819
H 1.945 -8.036 -4.136
C 1.511 -7.051 -4.236
H -5.063 -2.835 -2.305
H 4.129 1.052 2.719
C 0.223 -5.486 -5.532
C 4.329 0.926 1.659
H -2.712 0.883 3.403
C 4.846 -2.236 -0.860
Tl -0.024 -0.110 -0.117
C -4.179 -2.369 -1.888
H 1.554 -0.820 2.984
O 1.690 -3.364 1.589
C 0.431 -4.510 -4.563
H -3.285 -2.832 3.402
H 4.989 0.064 1.543
C 2.752 -2.971 0.819
C -0.733 0.473 6.133
H 3.782 -7.670 -2.764
C 3.531 -2.040 -1.255
C 0.769 -6.745 -5.371
C -2.937 -2.834 -2.262
H 5.075 0.794 -1.081
N 1.126 -2.193 -0.827
C -0.564 -2.454 4.579
C -0.921 2.037 -2.870
H -1.112 4.154 3.551
C -3.618 4.362 -4.136
H -1.979 4.999 -5.213
C -2.385 2.429 -1.164
C 4.209 1.431 -1.262
Sb -0.118 2.621 1.601
H 2.493 3.309 1.506
C 4.069 -3.166 1.211
H 0.642 -7.498 -6.137
H -0.136 4.512 -0.363
H 0.077 -3.503 -4.740
N 1.447 -3.882 -2.397
H 1.370 2.882 7.220
H -1.304 2.983 -4.747
C 1.141 -4.811 -3.410
H -0.025 1.529 -3.199
H 2.143 2.603 3.105
H -0.370 -3.478 4.273
O 1.785 0.792 -2.414
C -2.790 3.490 -3.264
H -2.786 -5.902 -3.314
C -4.273 -1.312 -0.996
H -1.398 -2.447 5.278
H 0.509 0.640 7.869
C -2.142 0.261 4.092
H -5.243 -0.935 -0.697
N -1.275 1.829 -1.602
C 1.685 -6.098 -3.249
H -0.352 -5.250 -6.416
N 2.032 0.134 1.460
C 1.915 -4.524 2.387
H -2.654 2.245 -0.128
S -5.247 4.486 -3.925
C 3.003 0.938 -0.519
C 1.787 3.284 2.335
O -2.788 -3.883 -3.142
H 2.284 -4.114 -1.881
C -2.905 -2.421 2.468
C -3.115 -5.159 -2.591
C 5.115 -2.800 0.376

Summary:
charge = +1
Kohn-Sham gap = 7.245 eV
LUMO level = -2.863 eV
2S+1 = 1
energy = -95782.398 eV
HOMO = -10.11 eV
energy above the lowest of the compared OMol25 structures with the same formula, charge and spin = 55.5 kJ/mol

Atomic partial charges in e from the Löwdin method, atoms 1 to 5: -0.328 0.094 0.101 -0.297 0.007

4.
DFT (wB97M-V/def2-TZVPD) results for a molecular structure, C44H56As5CaO3.

Element x y z (Å)
C 0.120 2.968 -3.430
H -2.152 0.264 3.912
H 2.519 -1.283 -4.247
H -0.885 2.567 -3.369
H -2.037 -1.142 -7.963
H 3.830 2.412 -0.461
H -1.678 -1.242 -3.705
H -0.107 -3.848 -1.619
O 1.452 2.867 0.007
H -2.947 -4.460 6.957
H 4.558 -4.506 3.457
As 0.848 0.228 -3.131
H 0.337 -4.139 4.823
H -1.649 -4.406 -0.941
C 1.745 0.817 3.466
H -4.224 -1.930 6.442
H 2.587 0.560 2.823
H 1.243 -4.535 3.364
C -0.339 -3.069 3.050
C -2.465 -4.459 5.980
H -1.963 4.880 2.236
H -2.417 -3.615 3.259
C -0.321 -0.150 -7.148
C -0.440 3.874 1.141
C -1.285 -0.945 -4.671
H 3.677 4.445 -3.575
H -1.122 1.677 4.083
H -0.389 -5.184 3.595
H 0.597 -3.783 1.235
C -0.105 -0.217 -4.752
H -2.160 -1.886 3.152
H 3.900 -2.049 -2.324
C 1.574 4.877 -3.571
O -1.039 2.213 -0.443
As -1.954 -2.613 5.546
H 1.589 1.895 3.433
H 3.352 -5.175 1.399
H 1.966 0.511 4.488
C 0.610 -1.904 3.373
C 3.688 -1.861 0.765
C -1.141 0.590 4.145
C 3.321 -3.193 0.588
As -0.950 -2.200 0.123
C 0.245 -4.308 3.748
H 0.690 2.726 -0.605
H 1.979 6.503 2.640
H -3.320 -2.738 0.887
C 2.503 2.661 -3.449
C -0.910 4.874 1.990
H 5.882 3.705 -0.947
H 2.182 -2.255 -1.972
H 0.769 -1.867 4.454
H -3.756 -0.865 5.114
C 3.634 -4.141 1.554
C -2.838 -1.854 0.474
H -2.902 -1.843 -5.756
H 3.370 0.087 -3.568
C -1.496 -0.885 -7.062
H 3.392 2.041 -3.410
H 1.589 -2.090 2.913
C 4.312 -3.767 2.705
C 1.225 2.118 -3.402
C 5.948 -0.148 -1.166
C 1.797 4.781 1.386
H -0.860 0.261 5.145
C -1.382 2.795 0.675
C 2.675 4.037 -3.535
C 2.600 -0.655 -3.358
C -3.779 -1.902 5.449
H 1.280 0.776 -6.072
H -1.623 -3.111 -2.151
C 7.067 1.967 -1.364
C 4.746 1.900 -0.737
H 4.689 -0.468 2.067
H 2.848 4.721 1.135
Ca 0.272 0.501 -0.072
C 0.922 3.851 0.845
C 5.899 2.625 -1.013
H -4.394 -2.489 4.766
C -0.054 5.825 2.517
C 4.769 0.512 -0.823
C 1.302 5.769 2.221
H 5.224 -2.148 3.774
H 1.708 5.949 -3.636
H 0.053 0.166 -8.113
C 0.373 0.186 -5.997
H -1.582 -5.092 6.034
H -3.313 -1.588 -0.470
H -2.953 -1.012 1.156
C 4.376 -1.496 1.919
H 7.964 2.535 -1.576
As 0.127 -0.079 2.834
C 7.094 0.580 -1.439
H -0.437 6.601 3.164
C -0.393 -3.438 1.553
H 2.796 -3.516 -0.303
C 4.685 -2.443 2.883
C 2.965 -1.512 -2.153
H -3.159 -4.861 5.241
C -1.099 -3.534 -1.295
H -0.571 4.988 -3.541
O -2.320 2.451 1.372
H 5.977 -1.231 -1.211
C -1.980 -1.280 -5.826
As 3.146 -0.475 -0.483
C -1.751 -2.806 3.578
C 0.295 4.339 -3.519
H 8.009 0.068 -1.705
H -1.069 -4.293 1.451

Summary:
charge = +1
Kohn-Sham gap = 8.777 eV
LUMO level = -1.917 eV
2S+1 = 1
energy = -375308.399 eV
HOMO = -10.69 eV

Atomic partial charges in e from the Löwdin method, atoms 1 to 5: -0.127 0.005 0.077 0.107 0.110